(1)
Below is a cluster of 2 separate species, C4H9NO3 in total at a distorted geometry, with properties calculated with ωB97M-V with the def2-TZVPD basis set.

```
17
Properties=species:S:1:pos:R:3:forces:R:3
C 0.045 -1.600 -0.313 0.1 0.1 0.2
C 1.837 0.638 -0.939 0.0 0.0 0.3
C 0.426 0.794 -0.504 -0.6 0.1 0.4
N -0.422 -0.219 -0.401 -0.4 0.0 0.0
H -0.057 1.755 -0.624 0.1 0.0 0.0
H -0.804 -2.277 -0.324 0.0 0.1 -0.1
H 0.682 -1.824 -1.167 0.0 0.1 0.0
H 0.588 -1.756 0.620 0.1 -0.1 0.0
H 2.370 1.578 -0.815 0.0 0.0 0.0
H 2.340 -0.142 -0.367 0.0 0.0 0.0
H 1.869 0.364 -1.998 -0.1 0.0 0.1
C -1.538 0.246 0.492 -0.3 -0.7 -1.1
O -2.001 -0.826 1.200 0.4 0.5 0.0
O 0.058 0.940 1.505 0.0 0.0 -0.2
O -2.236 1.186 0.173 0.6 -0.3 0.5
H -2.888 -0.582 1.496 0.1 0.1 0.0
H -0.269 1.725 1.966 0.3 0.2 -0.1
```
Forces are in eV/Å.

Summary:
ΔE to the lowest compared entry with this formula, charge and spin: 68.94 kcal per mole
Gap between HOMO and LUMO: 0.363 hartree
Total charge: 0
HOMO: -0.336 Eh

Löwdin atomic charge list, values in e, 2 entries: number 1, C, carries -0.0274; number 2, C, carries -0.0261



(2)
Below is a structure of composition C4H9NO3 at a distorted geometry, with properties calculated with ωB97M-V with the def2-TZVPD basis set.

```
17
Properties=species:S:1:pos:R:3:forces:R:3
C -1.827 -0.289 0.787 0.1 0.0 0.2
C -0.877 0.267 -0.226 -0.9 -2.3 -1.3
C -1.229 1.037 -1.260 0.5 0.0 0.3
H 0.351 0.718 0.368 2.3 -0.1 0.8
H -1.455 -0.116 1.799 -0.1 -0.1 0.0
H -2.819 0.162 0.693 0.2 0.2 0.0
H -1.994 -1.359 0.644 0.3 0.0 0.0
H -0.497 1.399 -1.970 -0.1 -0.3 -0.2
H -2.248 1.396 -1.362 0.1 0.1 0.3
C 1.623 0.409 0.783 -2.0 1.3 0.0
N 2.537 0.750 -0.144 0.2 0.0 -0.2
O 0.386 -0.911 -0.549 0.1 0.7 0.4
O 0.244 -2.334 -0.707 -1.0 0.8 0.0
O 1.773 0.172 1.945 0.2 -0.3 -0.2
H 0.229 -2.640 0.213 0.0 0.1 -0.1
H 2.288 0.646 -1.114 0.0 0.0 0.2
H 3.517 0.694 0.100 -0.1 -0.1 0.0
```
Forces are in eV/Å.

Summary:
ΔE to the lowest compared entry with this formula, charge and spin: 176.66 kcal per mole
Gap between HOMO and LUMO: 0.306 hartree
Total charge: 0
HOMO: -0.312 Eh

Löwdin atomic charge list, values in e, 2 entries: number 1, C, carries -0.0492; number 2, C, carries -0.3116



(3)
Below is an isolated molecule of C4H9NO3S at a distorted geometry, with properties calculated with ωB97M-V with the def2-TZVPD basis set.

```
18
Properties=species:S:1:pos:R:3:forces:R:3
C -1.251 1.302 -0.083 0.5 0.0 0.1
C 3.199 -1.257 -0.917 -0.4 1.4 1.3
C -0.222 0.261 0.397 -0.8 -0.1 0.0
C 2.086 0.303 0.937 1.4 -1.3 -1.8
N -2.590 0.792 -0.242 -0.1 -0.3 0.0
O 4.716 -0.071 0.850 -0.1 -0.3 0.1
O 3.693 1.308 -0.940 -0.2 0.1 -0.2
O 1.075 0.858 0.357 0.0 0.7 -0.1
S 3.657 0.166 -0.084 -0.7 -0.3 0.4
H -1.278 2.128 0.632 0.1 0.0 -0.1
H -0.913 1.697 -1.044 0.0 0.1 0.1
H 3.222 -2.171 -0.363 0.3 -0.4 0.2
H 2.449 -1.130 -1.674 -0.1 0.1 -0.4
H -0.448 -0.084 1.415 0.1 0.1 -0.1
H -0.220 -0.610 -0.275 0.1 0.1 0.1
H 1.918 -0.551 1.590 -0.1 0.1 0.4
H -2.954 0.424 0.629 -0.1 0.0 -0.1
H -2.623 0.053 -0.936 -0.1 0.0 0.1
```
Forces are in eV/Å.

Summary:
ΔE to the lowest compared entry with this formula, charge and spin: 96.99 kcal per mole
Gap between HOMO and LUMO (spin up / spin down): 0.275 / 0.327 hartree
Total charge: 0
HOMO (spin up / spin down): -0.323 / -0.355 Eh

Löwdin atomic charge list, values in e, 2 entries: number 1, C, carries -0.2614; number 2, C, carries -0.0743



(4)
Below is a structure of composition C4H9NO4S, with properties calculated with ωB97M-V with the def2-TZVPD basis set.

```
19
Properties=species:S:1:pos:R:3:forces:R:3
C 2.473 0.123 -0.127 0.0 -0.1 0.1
C 1.149 -0.361 0.467 0.0 -0.1 -0.1
C -0.135 0.195 -0.192 0.2 0.3 0.0
N 0.116 1.140 -1.223 -0.4 -0.1 0.0
C -1.128 0.776 0.829 0.0 0.1 0.1
O -1.828 -0.360 1.343 0.1 0.0 0.1
S -2.195 -1.282 0.098 -0.1 0.0 -0.2
O -3.308 -0.715 -0.587 0.1 -0.1 0.1
O -2.207 -2.632 0.523 0.0 0.0 0.0
O -0.878 -0.979 -0.722 -0.1 -0.1 0.0
H 3.270 -0.009 0.605 0.0 0.0 0.0
H 2.434 1.172 -0.411 0.0 0.0 0.1
H 2.751 -0.469 -1.001 0.0 0.1 -0.1
H 1.116 -0.138 1.535 0.0 0.1 0.0
H 1.096 -1.446 0.383 0.0 0.0 0.1
H -0.754 1.574 -1.513 0.0 0.0 0.0
H 0.504 0.684 -2.042 0.2 0.1 0.1
H -1.844 1.463 0.372 0.1 0.0 -0.1
H -0.631 1.264 1.663 0.0 0.0 0.0
```
Forces are in eV/Å.

Summary:
ΔE to the lowest compared entry with this formula, charge and spin: 30.34 kcal per mole
Gap between HOMO and LUMO: 0.424 hartree
Total charge: 0
HOMO: -0.399 Eh

Löwdin atomic charge list, values in e, 2 entries: number 1, C, carries -0.0936; number 2, C, carries -0.1445



(5)
Below is an isolated molecule of C4H9NOP2 at a distorted geometry, with properties calculated with ωB97M-V with the def2-TZVPD basis set.

```
17
Properties=species:S:1:pos:R:3:forces:R:3
H 1.734 2.661 1.941 -1.0 -0.5 -0.7
P 0.587 1.916 1.296 1.5 0.9 1.6
C 1.341 1.383 -0.045 -0.5 -1.5 -3.1
C 0.322 0.384 -1.190 0.7 2.5 5.0
O 0.965 -0.751 -1.537 -0.4 -0.1 -0.8
C 0.745 -1.643 -0.489 1.2 -1.8 2.0
C -0.537 -1.311 0.184 -3.2 3.2 1.5
N -0.909 0.061 -0.443 3.2 -2.8 -1.3
P -2.079 1.041 0.178 -2.1 -1.2 1.0
H 2.314 1.688 -0.480 -0.5 -0.4 0.5
H 0.223 1.093 -1.930 -0.5 1.0 -2.1
H 1.571 -1.545 0.273 -0.5 -0.3 -0.9
H 0.637 -2.681 -0.840 0.7 0.4 -0.2
H -1.414 -1.915 -0.001 0.1 -0.7 -0.6
H -0.648 -1.160 1.327 1.2 -0.3 -1.5
H -1.661 0.869 1.565 -1.1 0.0 -0.5
H -3.191 -0.089 0.192 1.4 1.6 0.1
```
Forces are in eV/Å.

Summary:
ΔE to the lowest compared entry with this formula, charge and spin: 29.25 kcal per mole
Gap between HOMO and LUMO: 0.327 hartree
Total charge: 0
SMILES: [H]/P=C/[C@H]1OCCN1P
HOMO: -0.314 Eh

Löwdin atomic charge list, values in e, 2 entries: number 1, H, carries -0.1062; number 2, P, carries 0.7679



(6)
Below is an isolated molecule of C4H9NOS at a distorted geometry, with properties calculated with ωB97M-V with the def2-TZVPD basis set.

```
16
Properties=species:S:1:pos:R:3:forces:R:3
C -2.118 0.282 0.415 1.2 0.4 -1.6
N -1.437 -0.830 -0.324 4.0 0.2 1.1
C 0.070 -0.764 0.374 -0.6 1.7 -3.3
C 0.504 0.792 0.381 -2.9 3.3 1.5
O 0.498 1.649 -0.562 -0.2 -3.6 2.7
C 1.365 -0.856 -0.501 0.2 -3.2 -0.2
S 2.891 0.045 0.172 -1.0 0.8 -1.8
H -3.146 0.281 0.056 -0.2 0.1 0.8
H -1.878 0.308 1.491 -0.9 -0.7 -0.3
H -1.595 1.178 0.060 -1.0 0.4 0.1
H -1.153 -0.475 -1.254 -0.9 -0.1 0.4
H -0.046 -1.507 1.201 0.7 1.6 0.0
H 0.511 1.150 1.445 0.8 0.3 -0.7
H 1.738 -1.878 -0.639 -0.3 0.2 -0.3
H 1.202 -0.327 -1.431 -0.2 -0.6 -0.2
H 2.595 0.952 -0.886 1.2 -0.7 1.7
```
Forces are in eV/Å.

Summary:
ΔE to the lowest compared entry with this formula, charge and spin: 115.90 kcal per mole
Gap between HOMO and LUMO: 0.350 hartree
Total charge: 0
SMILES: CN[C@H](C=O)CS
HOMO: -0.334 Eh

Löwdin atomic charge list, values in e, 2 entries: number 1, C, carries -0.1434; number 2, N, carries -0.0609



(7)
Below is an isolated molecule of C4H9NOS at a distorted geometry, with properties calculated with ωB97M-V with the def2-TZVPD basis set.

```
16
Properties=species:S:1:pos:R:3:forces:R:3
C 1.402 -0.155 1.323 0.7 1.2 0.6
C 0.653 -0.863 0.210 -1.3 -0.1 -0.5
C 0.613 -2.353 0.331 -0.3 -3.2 -0.2
O 1.052 -0.513 -1.141 1.8 0.2 -0.4
C -0.915 -0.552 0.300 2.8 -0.3 -0.5
N -1.533 0.466 -0.004 -0.8 3.5 -0.8
S -0.963 2.036 -0.525 1.4 -1.4 0.5
H 2.528 0.072 0.970 -2.5 -0.8 1.3
H 1.228 -0.757 2.290 1.0 0.8 -1.4
H 0.883 0.833 1.552 0.9 -1.0 -0.5
H -0.004 -2.680 -0.648 1.9 0.1 2.1
H -0.022 -2.748 1.210 0.9 1.0 -1.2
H 1.639 -2.882 0.525 -1.7 1.0 -1.0
H 2.035 -0.671 -1.432 -2.7 0.2 1.6
H -1.555 -1.345 0.603 -0.2 -1.0 0.4
H 0.480 1.988 -0.504 -1.9 -0.2 -0.1
```
Forces are in eV/Å.

Summary:
ΔE to the lowest compared entry with this formula, charge and spin: 76.36 kcal per mole
Gap between HOMO and LUMO: 0.356 hartree
Total charge: 0
SMILES: CC(C)(O)/C=N\S
HOMO: -0.332 Eh

Löwdin atomic charge list, values in e, 2 entries: number 1, C, carries -0.0540; number 2, C, carries -0.6475



(8)
Below is a cluster of 2 separate species, C4H9NOS in total at a distorted geometry, with properties calculated with ωB97M-V with the def2-TZVPD basis set.

```
16
Properties=species:S:1:pos:R:3:forces:R:3
C 1.371 0.467 0.782 -1.0 1.2 -0.7
C 1.299 -2.023 0.599 0.8 2.8 -1.8
C 3.313 1.253 -0.273 2.5 3.5 0.3
C -4.007 0.067 -0.761 0.9 -0.7 -2.1
N 1.526 -0.737 0.557 -0.2 -1.8 0.4
O 2.074 1.509 0.293 -1.1 -1.9 1.4
S -3.245 -0.449 0.865 -0.9 2.4 -0.1
H -3.794 0.713 1.531 0.9 -1.9 -0.8
H 1.624 -2.601 1.387 0.8 -1.0 1.8
H 1.095 -2.503 -0.335 -0.7 -0.2 -0.3
H 3.342 0.905 -1.271 -0.5 -0.6 -1.1
H 4.088 0.802 0.312 -0.3 -1.3 0.8
H 3.750 2.293 -0.227 -0.3 -0.8 -0.9
H -3.757 1.134 -1.160 -0.8 -1.7 1.4
H -5.062 -0.245 -0.628 0.4 1.0 -0.5
H -3.618 -0.584 -1.672 -0.5 0.9 2.2
```
Forces are in eV/Å.

Summary:
ΔE to the lowest compared entry with this formula, charge and spin: 127.68 kcal per mole
Gap between HOMO and LUMO (spin up / spin down): 0.304 / 0.304 hartree
Total charge: 0
HOMO (spin up / spin down): -0.290 / -0.290 Eh

Löwdin atomic charge list, values in e, 2 entries: number 1, C, carries -0.1259; number 2, C, carries 0.0117